[1]
{"formula": "C39H82N3O4SSi", "method": "ωB97M-V/def2-TZVPD", "spin_multiplicity": 4, "lumo_ev": [0.5, 0.5], "energy_ha": -2687.92463, "homo_lumo_gap_ev": [8.2, 9.4], "elements": ["C", "O", "C", "C", "C", "C", "C", "C", "C", "C", "C", "C", "C", "Si", "S", "H", "H", "H", "H", "H", "H", "H", "H", "H", "H", "H", "H", "H", "H", "H", "H", "H", "H", "H", "H", "H", "H", "H", "H", "H", "H", "H", "H", "C", "C", "C", "C", "C", "C", "N", "O", "C", "C", "C", "H", "H", "H", "H", "H", "H", "H", "H", "H", "H", "H", "H", "H", "H", "H", "H", "H", "H", "C", "C", "C", "C", "C", "C", "N", "O", "C", "C", "C", "H", "H", "H", "H", "H", "H", "H", "H", "H", "H", "H", "H", "H", "H", "H", "H", "H", "H", "C", "C", "C", "C", "C", "C", "N", "O", "C", "C", "C", "H", "H", "H", "H", "H", "H", "H", "H", "H", "H", "H", "H", "H", "H", "H", "H", "H", "H"], "positions_angstrom": [[-9.828, 6.188, -0.065], [-11.194, 6.337, -0.381], [-11.827, 5.125, -0.750], [-12.291, 4.278, 0.452], [-12.426, 5.055, 1.764], [-12.951, 4.185, 2.929], [-12.027, 4.134, 4.161], [-10.589, 3.593, 4.002], [-10.383, 2.274, 3.235], [-9.149, 2.294, 2.331], [-8.731, 0.903, 1.825], [-8.266, 0.859, 0.357], [-6.734, 0.870, 0.192], [-5.992, 2.542, 0.558], [-3.983, 2.506, -0.193], [-9.621, 5.222, 0.412], [-9.554, 6.980, 0.634], [-9.202, 6.271, -0.963], [-12.676, 5.407, -1.377], [-11.144, 4.534, -1.377], [-11.611, 3.439, 0.592], [-13.267, 3.841, 0.215], [-13.111, 5.888, 1.586], [-11.471, 5.510, 2.038], [-13.902, 4.597, 3.278], [-13.186, 3.179, 2.571], [-12.532, 3.582, 4.960], [-11.939, 5.164, 4.526], [-9.952, 4.369, 3.563], [-10.201, 3.451, 5.015], [-11.266, 2.029, 2.641], [-10.259, 1.449, 3.945], [-8.328, 2.753, 2.895], [-9.330, 2.957, 1.480], [-7.913, 0.542, 2.457], [-9.565, 0.208, 1.958], [-8.690, 1.722, -0.171], [-8.669, -0.027, -0.139], [-6.457, 0.568, -0.824], [-6.277, 0.133, 0.861], [-5.958, 2.821, 2.010], [-6.785, 3.595, -0.120], [-3.525, 3.528, 0.541], [0.019, -0.145, -0.813], [-0.354, -0.132, 0.679], [-0.170, 1.267, 1.285], [1.289, 1.662, 1.495], [2.037, 0.602, 2.299], [1.936, -0.798, 1.682], [0.478, -1.097, 1.477], [-0.107, -1.554, 2.517], [2.733, -0.876, 0.382], [2.499, -1.841, 2.640], [-1.812, -0.558, 0.804], [0.405, -1.118, -1.114], [-0.875, 0.057, -1.402], [0.757, 0.611, -1.076], [-0.690, 1.295, 2.247], [-0.674, 1.982, 0.628], [1.786, 1.835, 0.535], [1.326, 2.614, 2.030], [3.096, 0.860, 2.387], [1.626, 0.564, 3.313], [2.564, -1.830, -0.120], [3.796, -0.800, 0.611], [2.513, -0.081, -0.320], [2.027, -1.787, 3.617], [3.570, -1.663, 2.750], [2.351, -2.846, 2.243], [-1.949, -1.579, 0.445], [-2.412, 0.122, 0.198], [-2.160, -0.509, 1.831], [5.279, 1.246, -4.702], [5.031, 1.458, -3.200], [5.460, 2.864, -2.758], [6.972, 3.058, -2.693], [7.626, 1.982, -1.833], [7.280, 0.559, -2.283], [5.782, 0.455, -2.367], [5.220, 0.171, -1.255], [7.954, 0.219, -3.613], [7.748, -0.455, -1.249], [3.543, 1.264, -2.928], [5.497, 0.202, -4.922], [4.379, 1.520, -5.253], [6.092, 1.857, -5.089], [5.033, 3.058, -1.769], [5.009, 3.583, -3.448], [7.404, 3.064, -3.697], [7.185, 4.039, -2.266], [8.715, 2.086, -1.839], [7.297, 2.103, -0.796], [7.607, -0.746, -3.985], [9.029, 0.147, -3.440], [7.799, 0.962, -4.389], [7.371, -0.226, -0.256], [8.839, -0.454, -1.217], [7.412, -1.457, -1.519], [3.232, 0.244, -3.159], [2.985, 1.953, -3.565], [3.297, 1.469, -1.890], [6.730, -6.626, -2.477], [7.972, -6.655, -1.572], [7.891, -7.798, -0.550], [6.888, -7.549, 0.574], [7.146, -6.209, 1.257], [7.168, -5.032, 0.276], [8.144, -5.367, -0.816], [9.357, -5.090, -0.526], [5.767, -4.740, -0.270], [7.659, -3.767, 0.965], [9.200, -6.837, -2.458], [6.501, -5.611, -2.799], [6.926, -7.221, -3.368], [5.845, -7.042, -1.999], [8.885, -7.942, -0.116], [7.641, -8.715, -1.091], [5.864, -7.596, 0.196], [6.976, -8.350, 1.310], [6.386, -6.007, 2.016], [8.112, -6.247, 1.769], [5.810, -3.983, -1.054], [5.161, -4.344, 0.545], [5.256, -5.613, -0.661], [8.620, -3.909, 1.453], [6.927, -3.470, 1.719], [7.761, -2.953, 0.248], [9.312, -5.994, -3.141], [9.067, -7.747, -3.045], [10.110, -6.924, -1.872]], "mulliken_spin": [0.000, 0.000, 0.000, 0.000, 0.000, 0.000, 0.000, 0.000, 0.000, 0.000, 0.000, 0.000, 0.000, 0.000, 0.000, 0.000, 0.000, 0.000, 0.000, 0.000, 0.000, 0.000, 0.000, 0.000, 0.000, 0.000, 0.000, 0.000, 0.000, 0.000, 0.000, 0.000, 0.000, 0.000, 0.000, 0.000, 0.000, 0.000, 0.000, 0.000, 0.000, 0.000, 0.000, 0.027, -0.003, 0.041, -0.025, 0.041, -0.045, 0.411, 0.527, 0.071, -0.012, -0.006, -0.012, 0.000, 0.001, 0.001, 0.002, 0.001, 0.002, 0.001, 0.002, -0.014, 0.005, -0.006, 0.003, 0.000, -0.006, -0.007, 0.000, 0.005, 0.019, 0.002, 0.032, -0.016, 0.029, 0.013, 0.453, 0.489, 0.018, -0.036, -0.036, -0.012, 0.001, 0.001, 0.001, 0.001, -0.001, 0.001, -0.001, 0.003, -0.010, 0.000, 0.001, 0.006, -0.001, 0.016, -0.002, -0.001, 0.026, 0.025, -0.018, 0.035, -0.021, 0.033, -0.017, 0.419, 0.528, 0.038, -0.024, -0.001, -0.011, 0.001, 0.001, 0.002, 0.002, -0.001, 0.001, 0.002, 0.005, -0.014, 0.001, 0.002, 0.002, 0.000, 0.010, -0.005, 0.000, 0.004]}

***

[2]
{"formula": "C2H7GdO3", "method": "ωB97M-V/def2-TZVPD", "spin_multiplicity": 8, "de_lowest_ev": 0.000, "lumo_ev": [-12.2, -9.7], "total_charge": 2, "energy_ha": -1071.06561, "homo_lumo_gap_ev": [4.8, 7.6], "elements": ["O", "C", "C", "O", "H", "H", "H", "H", "H", "H", "Gd", "O", "H"], "positions_angstrom": [[-1.042, -0.793, 0.521], [-0.672, -2.069, 0.145], [0.802, -2.350, 0.401], [0.959, -3.731, 0.667], [0.143, 2.071, -1.631], [-0.859, -2.188, -0.941], [-1.267, -2.837, 0.677], [1.144, -1.746, 1.261], [1.387, -2.050, -0.486], [1.818, -3.884, 1.068], [-0.683, 1.327, 1.060], [0.039, 2.511, -0.745], [0.618, 3.282, -0.722]], "mulliken_spin": [-0.551, -0.106, -0.017, -0.016, 0.005, -0.019, -0.058, -0.015, -0.036, 0.001, 7.817, -0.023, 0.016]}

***

[3]
{"formula": "C3H4ClF", "method": "ωB97M-V/def2-TZVPD", "de_lowest_ev": 0.688, "lumo_ev": 1.0, "energy_ha": -676.71620, "homo_lumo_gap_ev": 10.5, "elements": ["C", "C", "C", "H", "H", "H", "H", "F", "Cl"], "positions_angstrom": [[-0.453, -0.969, -0.383], [-0.346, 0.195, 0.570], [0.659, 0.919, 0.241], [0.195, -0.889, -1.297], [0.017, -1.822, 0.191], [-1.505, -0.976, -0.714], [-1.143, 0.457, 1.331], [1.554, 0.612, -0.722], [1.021, 2.474, 0.783]], "nbo_charge": [-0.648, -0.301, 0.323, 0.237, 0.225, 0.225, 0.247, -0.326, 0.018]}